Computed, not measured: a 14-piece molecular cluster, C50H139N11O14 overall at a distorted geometry, with wB97M-V/def2-TZVPD.

* HOMO-LUMO gap: 8.8 eV
* E_LUMO: 0.0036 Eh
* HOMO energy: -0.3196 Ha

Bonds (Å) are listed after each position.
Atoms and positions in Å:
1 C 1.74 -3.12 -2.02  C2 1.539, H7 1.090, H8 1.090, H9 1.090
2 C 2.58 -1.95 -2.56  C1 1.539, C3 1.554, N6 1.435, H10 1.090
3 C 3.40 -2.27 -3.84  C2 1.554, O4 1.410, H11 1.090, H12 1.090
4 O 4.04 -1.14 -4.38  C3 1.410, C5 1.356
5 C 4.65 -1.39 -5.57  O4 1.356, H13 1.090, H14 1.090, H15 1.090
6 N 1.65 -0.91 -2.91  C2 1.435, H16 1.010, H17 1.010
7 H 2.32 -4.02 -1.81  C1 1.090
8 H 0.99 -3.43 -2.75  C1 1.090
9 H 1.30 -2.80 -1.08  C1 1.090
10 H 3.27 -1.66 -1.78  C2 1.090
11 H 2.66 -2.66 -4.54  C3 1.090
12 H 4.09 -3.09 -3.65  C3 1.090
13 H 4.03 -1.95 -6.27  C5 1.090
14 H 5.58 -1.92 -5.35  C5 1.090
15 H 5.00 -0.42 -5.92  C5 1.090
16 H 0.95 -1.28 -3.53  N6 1.010
17 H 2.23 -0.31 -3.48  N6 1.010
18 C -3.81 -4.98 4.02  C19 1.537, H24 1.090, H25 1.090, H26 1.090
19 C -4.73 -4.57 2.86  C18 1.537, C20 1.504, N23 1.433, H27 1.090
20 C -6.17 -4.87 3.18  C19 1.504, O21 1.428, H28 1.090, H29 1.090
21 O -6.35 -6.26 2.91  C20 1.428, C22 1.480
22 C -7.77 -6.69 2.99  O21 1.480, H30 1.090, H31 1.090, H32 1.090
23 N -4.50 -3.18 2.57  C19 1.433, H33 1.010, H34 1.010
24 H -4.10 -4.39 4.89  C18 1.090
25 H -2.79 -4.70 3.75  C18 1.090
26 H -3.83 -6.05 4.24  C18 1.090
27 H -4.53 -5.21 2.01  C19 1.090
28 H -6.91 -4.35 2.58  C20 1.090
29 H -6.47 -4.62 4.19  C20 1.090
30 H -7.89 -7.74 2.75  C22 1.090
31 H -8.45 -6.15 2.34  C22 1.090
32 H -7.97 -6.65 4.06  C22 1.090
33 H -4.59 -2.62 3.40  N23 1.010
34 H -3.56 -3.05 2.23  N23 1.010
35 C 1.22 -10.05 0.91  C36 1.552, H41 1.090, H42 1.090, H43 1.090
36 C -0.30 -9.80 1.07  C35 1.552, C37 1.535, N40 1.450, H44 1.090
37 C -0.55 -8.64 2.05  C36 1.535, O38 1.430, H45 1.090, H46 1.090
38 O -0.34 -7.34 1.49  C37 1.430, C39 1.428
39 C -1.10 -6.33 2.16  O38 1.428, H47 1.090, H48 1.090, H49 1.090
40 N -0.80 -9.58 -0.28  C36 1.450, H50 1.010, H51 1.010
41 H 1.80 -10.34 1.78  C35 1.090
42 H 1.78 -9.24 0.44  C35 1.090
43 H 1.44 -10.99 0.40  C35 1.090
44 H -0.76 -10.75 1.33  C36 1.090
45 H -0.07 -8.71 3.02  C37 1.090
46 H -1.61 -8.75 2.25  C37 1.090
47 H -0.63 -5.45 1.72  C39 1.090
48 H -1.13 -6.27 3.25  C39 1.090
49 H -2.13 -6.36 1.81  C39 1.090
50 H -1.81 -9.60 -0.23  N40 1.010
51 H -0.62 -8.59 -0.38  N40 1.010
52 C 3.36 3.92 3.52  C53 1.503, H58 1.090, H59 1.090, H60 1.090
53 C 4.53 2.99 3.68  C52 1.503, C54 1.500, N57 1.450, H61 1.090
54 C 4.32 1.57 3.22  C53 1.500, O55 1.411, H62 1.090, H63 1.090
55 O 4.11 1.50 1.83  C54 1.411, C56 1.389
56 C 3.61 0.27 1.42  O55 1.389, H64 1.090, H65 1.090, H66 1.090
57 N 5.73 3.60 3.14  C53 1.450, H67 1.010, H68 1.010
58 H 2.76 3.78 2.61  C52 1.090
59 H 3.73 4.94 3.54  C52 1.090
60 H 2.80 3.77 4.45  C52 1.090
61 H 4.76 2.96 4.74  C53 1.090
62 H 3.54 1.10 3.81  C54 1.090
63 H 5.26 1.08 3.47  C54 1.090
64 H 2.63 0.07 1.86  C56 1.090
65 H 4.38 -0.44 1.70  C56 1.090
66 H 3.40 0.22 0.36  C56 1.090
67 H 5.59 3.68 2.14  N57 1.010
68 H 5.70 4.55 3.47  N57 1.010
69 C 2.26 0.29 6.70  C70 1.517, H75 1.090, H76 1.090, H77 1.090
70 C 0.79 0.61 6.91  C69 1.517, C71 1.536, N74 1.427, H78 1.090
71 C 0.03 1.03 5.64  C70 1.536, O72 1.437, H79 1.090, H80 1.090
72 O 0.72 2.06 4.91  C71 1.437, C73 1.429
73 C 0.13 2.34 3.63  O72 1.429, H81 1.090, H82 1.090, H83 1.090
74 N 0.14 -0.51 7.52  C70 1.427, H84 1.010, H85 1.010
75 H 2.73 -0.15 7.58  C69 1.090
76 H 2.77 1.19 6.33  C69 1.090
77 H 2.36 -0.53 6.00  C69 1.090
78 H 0.75 1.44 7.61  C70 1.090
79 H -1.00 1.38 5.74  C71 1.090
80 H -0.01 0.15 5.00  C71 1.090
81 H 0.50 3.32 3.35  C73 1.090
82 H -0.89 2.69 3.74  C73 1.090
83 H 0.20 1.57 2.86  C73 1.090
84 H -0.81 -0.25 7.72  N74 1.010
85 H 0.04 -1.25 6.84  N74 1.010
86 C -1.67 1.42 0.40  C87 1.562, H92 1.090, H93 1.090, H94 1.090
87 C -0.28 0.82 0.01  C86 1.562, C88 1.535, N91 1.463, H95 1.090
88 C -0.05 -0.63 0.44  C87 1.535, O89 1.434, H96 1.090, H97 1.090
89 O -1.04 -1.39 -0.26  C88 1.434, C90 1.385
90 C -1.36 -2.59 0.36  O89 1.385, H98 1.090, H99 1.090, H100 1.090
91 N -0.14 0.89 -1.44  C87 1.463, H101 1.010, H102 1.010
92 H -1.98 2.38 -0.01  C86 1.090
93 H -1.71 1.53 1.49  C86 1.090
94 H -2.42 0.67 0.15  C86 1.090
95 H 0.41 1.52 0.49  C87 1.090
96 H -0.11 -0.71 1.52  C88 1.090
97 H 0.99 -0.88 0.21  C88 1.090
98 H -0.50 -3.26 0.37  C90 1.090
99 H -2.13 -3.09 -0.23  C90 1.090
100 H -1.65 -2.61 1.41  C90 1.090
101 H 0.74 0.50 -1.72  N91 1.010
102 H -0.80 0.17 -1.70  N91 1.010
103 C -3.39 6.43 -3.49  C104 1.558, H109 1.090, H110 1.090, H111 1.090
104 C -2.51 5.36 -2.77  C103 1.558, C105 1.510, N108 1.464, H112 1.090
105 C -2.84 3.92 -3.05  C104 1.510, O106 1.432, H113 1.090, H114 1.090
106 O -4.08 3.56 -2.42  C105 1.432, C107 1.430
107 C -4.76 2.41 -2.94  O106 1.430, H115 1.090, H116 1.090, H117 1.090
108 N -1.11 5.59 -3.16  C104 1.464, H118 1.010, H119 1.010
109 H -4.40 6.38 -3.07  C103 1.090
110 H -3.57 6.19 -4.53  C103 1.090
111 H -3.03 7.46 -3.46  C103 1.090
112 H -2.55 5.61 -1.71  C104 1.090
113 H -2.07 3.22 -2.72  C105 1.090
114 H -2.94 3.89 -4.13  C105 1.090
115 H -5.70 2.35 -2.39  C107 1.090
116 H -4.18 1.49 -2.83  C107 1.090
117 H -5.01 2.62 -3.98  C107 1.090
118 H -0.53 5.02 -2.56  N108 1.010
119 H -0.83 6.52 -2.89  N108 1.010
120 C 1.44 -6.96 -5.59  C121 1.564, H126 1.090, H127 1.090, H128 1.090
121 C 1.06 -8.00 -4.47  C120 1.564, C122 1.547, N125 1.497, H129 1.090
122 C -0.13 -7.56 -3.58  C121 1.547, O123 1.427, H130 1.090, H131 1.090
123 O 0.12 -6.37 -2.85  C122 1.427, C124 1.427
124 C -0.74 -6.13 -1.73  O123 1.427, H132 1.090, H133 1.090, H134 1.090
125 N 0.86 -9.38 -5.00  C121 1.497, H135 1.010, H136 1.010
126 H 2.25 -7.22 -6.27  C120 1.090
127 H 1.69 -6.03 -5.09  C120 1.090
128 H 0.61 -6.88 -6.29  C120 1.090
129 H 1.95 -8.13 -3.86  C121 1.090
130 H -0.19 -8.39 -2.88  C122 1.090
131 H -1.09 -7.49 -4.09  C122 1.090
132 H -0.70 -6.82 -0.89  C124 1.090
133 H -1.79 -6.04 -2.04  C124 1.090
134 H -0.42 -5.18 -1.31  C124 1.090
135 H -0.03 -9.44 -5.47  N125 1.010
136 H 0.64 -9.99 -4.22  N125 1.010
137 C 2.74 1.52 -7.72  C138 1.499, H143 1.090, H144 1.090, H145 1.090
138 C 1.63 0.56 -7.43  C137 1.499, C139 1.577, N142 1.439, H146 1.090
139 C 0.98 0.81 -6.02  C138 1.577, O140 1.453, H147 1.090, H148 1.090
140 O 0.75 2.22 -5.78  C139 1.453, C141 1.386
141 C -0.09 2.63 -4.76  O140 1.386, H149 1.090, H150 1.090, H151 1.090
142 N 0.69 0.61 -8.52  C138 1.439, H152 1.010, H153 1.010
143 H 3.38 1.48 -6.84  C137 1.090
144 H 2.42 2.55 -7.61  C137 1.090
145 H 3.41 1.43 -8.57  C137 1.090
146 H 1.96 -0.48 -7.46  C138 1.090
147 H 1.61 0.45 -5.20  C139 1.090
148 H 0.03 0.27 -5.99  C139 1.090
149 H 0.49 2.58 -3.84  C141 1.090
150 H -0.98 2.04 -4.52  C141 1.090
151 H -0.34 3.68 -4.92  C141 1.090
152 H 1.09 0.79 -9.43  N142 1.010
153 H 0.05 1.38 -8.36  N142 1.010
154 C 0.59 7.95 2.67  C155 1.579, H160 1.090, H161 1.090, H162 1.090
155 C -0.84 8.45 3.11  C154 1.579, C156 1.522, N159 1.435, H163 1.090
156 C -1.73 7.23 3.34  C155 1.522, O157 1.438, H164 1.090, H165 1.090
157 O -1.94 6.62 2.06  C156 1.438, C158 1.424
158 C -1.89 5.20 2.16  O157 1.424, H166 1.090, H167 1.090, H168 1.090
159 N -0.70 9.32 4.24  C155 1.435, H169 1.010, H170 1.010
160 H 1.20 8.80 2.40  C154 1.090
161 H 0.42 7.32 1.80  C154 1.090
162 H 1.15 7.40 3.43  C154 1.090
163 H -1.34 9.08 2.38  C155 1.090
164 H -2.69 7.44 3.82  C156 1.090
165 H -1.19 6.62 4.06  C156 1.090
166 H -2.79 4.82 2.64  C158 1.090
167 H -1.05 4.85 2.76  C158 1.090
168 H -1.66 4.70 1.22  C158 1.090
169 H -1.57 9.78 4.48  N159 1.010
170 H 0.03 9.95 3.94  N159 1.010
171 C 7.16 3.20 -0.07  C172 1.534, H177 1.090, H178 1.090, H179 1.090
172 C 5.88 3.70 -0.76  C171 1.534, C173 1.508, N176 1.456, H180 1.090
173 C 5.48 2.60 -1.72  C172 1.508, O174 1.401, H181 1.090, H182 1.090
174 O 4.28 2.94 -2.35  C173 1.401, C175 1.437
175 C 3.78 1.88 -3.19  O174 1.437, H183 1.090, H184 1.090, H185 1.090
176 N 4.83 4.04 0.19  C172 1.456, H186 1.010, H187 1.010
177 H 7.52 3.90 0.69  C171 1.090
178 H 7.97 2.97 -0.77  C171 1.090
179 H 6.99 2.26 0.45  C171 1.090
180 H 6.10 4.62 -1.29  C172 1.090
181 H 5.40 1.65 -1.19  C173 1.090
182 H 6.19 2.41 -2.52  C173 1.090
183 H 4.12 2.02 -4.22  C175 1.090
184 H 2.70 1.75 -3.14  C175 1.090
185 H 4.18 0.93 -2.84  C175 1.090
186 H 4.50 3.22 0.68  N176 1.010
187 H 4.07 4.23 -0.45  N176 1.010
188 C -4.89 4.35 0.35  C189 1.507, H191 1.090, H192 1.090, H193 1.090
189 C -5.33 2.97 0.75  C188 1.507, O190 1.461, H194 1.090, H195 1.090
190 O -6.76 2.99 1.07  C189 1.461, H196 0.960
191 H -3.88 4.30 -0.06  C188 1.090
192 H -4.90 5.12 1.13  C188 1.090
193 H -5.47 4.77 -0.47  C188 1.090
194 H -4.77 2.61 1.61  C189 1.090
195 H -5.13 2.24 -0.04  C189 1.090
196 H -7.20 2.94 0.22  O190 0.960
197 C -3.13 -0.12 3.63  C198 1.499, H200 1.090, H201 1.090, H202 1.090
198 C -2.77 -1.06 4.74  C197 1.499, O199 1.409, H203 1.090, H204 1.090
199 O -3.97 -1.67 5.15  C198 1.409, H205 0.960
200 H -3.31 -0.66 2.70  C197 1.090
201 H -2.32 0.60 3.52  C197 1.090
202 H -4.00 0.48 3.92  C197 1.090
203 H -2.37 -0.56 5.62  C198 1.090
204 H -2.08 -1.86 4.46  C198 1.090
205 H -3.88 -2.11 6.00  O199 0.960
206 C 1.51 5.63 -0.65  C207 1.525, H209 1.090, H210 1.090, H211 1.090
207 C 1.38 4.12 -0.54  C206 1.525, O208 1.353, H212 1.090, H213 1.090
208 O 0.35 3.73 -1.33  C207 1.353, H214 0.960
209 H 2.45 5.96 -0.21  C206 1.090
210 H 0.74 6.04 0.00  C206 1.090
211 H 1.41 6.03 -1.66  C206 1.090
212 H 1.07 3.86 0.47  C207 1.090
213 H 2.24 3.64 -1.01  C207 1.090
214 H 0.39 2.78 -1.48  O208 0.960

***

Computed, not measured: a 2-piece molecular cluster, C3H7O2 overall at a distorted geometry, with wB97M-V/def2-TZVPD.

* HOMO-LUMO gap (alpha / beta): 8.1 / 7.8 eV
* E_LUMO (alpha / beta): -0.2039 / -0.2141 Eh
* net charge: +1
* HOMO energy (alpha / beta): -0.5020 / -0.5008 Ha

Bonds (Å) are listed after each position.
Atoms and positions in Å:
1 C 1.66 -0.58 1.10  O5 1.277, H6 1.080, H7 1.080
2 C -0.39 1.08 -1.34  H8 1.079, H9 1.071, H10 1.073
3 C -0.44 -0.99 0.19  O4 1.319, O5 1.321, H11 1.081
4 O -1.06 -0.92 1.35  C3 1.319, H12 0.968
5 O 0.87 -0.84 0.13  C1 1.277, C3 1.321
6 H 2.69 -0.41 0.82  C1 1.080
7 H 1.34 -0.51 2.12  C1 1.080
8 H -1.30 1.47 -0.93  C2 1.079
9 H -0.43 0.56 -2.27  C2 1.071
10 H 0.53 1.52 -1.00  C2 1.073
11 H -0.86 -1.48 -0.68  C3 1.081
12 H -1.90 -1.40 1.38  O4 0.968